The following is a DFT calculation (ωB97M-V with the def2-TZVPD basis set) of a structure of composition C10H12Br6F6O4 in a non-equilibrium geometry.

Each line ends with the Löwdin charge.
Geometry (Å):
C (1.469, -2.579, 0.126)  -1.580
Br (1.226, -3.732, -1.426)  0.575
Br (3.388, -2.480, 0.667)  0.587
Br (0.404, -3.051, 1.657)  0.660
H (1.168, -1.597, -0.211)  -0.135
C (-1.097, 1.674, -1.860)  -1.493
Br (-2.956, 1.940, -2.355)  0.699
Br (0.058, 2.251, -3.322)  0.620
Br (-0.778, -0.214, -1.381)  0.673
H (-0.783, 2.302, -1.039)  -0.041
C (3.039, -0.211, -2.797)  -0.072
C (3.384, 1.003, -1.949)  -0.216
O (3.255, 0.801, -0.558)  0.025
C (2.368, 1.439, 0.166)  -0.397
O (1.658, 2.333, -0.203)  0.137
C (2.365, 1.012, 1.651)  -0.582
F (1.551, -0.054, 1.779)  0.095
F (3.589, 0.670, 2.021)  0.164
F (1.922, 1.956, 2.441)  0.205
H (3.807, -0.989, -2.770)  0.077
H (3.002, 0.064, -3.853)  0.082
H (2.089, -0.685, -2.553)  0.034
H (2.925, 1.876, -2.412)  0.090
H (4.459, 1.177, -2.081)  0.132
C (-3.559, -2.259, 0.874)  -0.052
C (-2.932, -1.658, 2.127)  -0.208
O (-2.360, -0.383, 1.831)  0.000
C (-3.086, 0.690, 1.661)  -0.407
O (-4.281, 0.714, 1.687)  0.168
C (-2.247, 1.957, 1.339)  -0.537
F (-2.520, 2.274, 0.054)  -0.072
F (-2.544, 3.005, 2.084)  0.202
F (-0.950, 1.695, 1.464)  0.158
H (-4.394, -1.657, 0.513)  0.079
H (-4.023, -3.215, 1.119)  0.085
H (-2.799, -2.276, 0.094)  0.057
H (-2.111, -2.240, 2.527)  0.058
H (-3.706, -1.552, 2.891)  0.130

As for the net charge: 0. The total energy comes out at -455313.688 eV. The spin multiplicity is 1. The energy above the lowest of the compared OMol25 structures with the same formula, charge and spin is 79.22 kJ/mol.